No. 1
Density functional theory data (the ωB97M-V functional and the def2-TZVPD basis) for a structure of composition C50H42F11IMgN6O3S3SbTe at a distorted geometry.

```
119
Properties=species:S:1:pos:R:3:forces:R:3:lowdin_spin:R:1
I -3.1896 1.5693 2.2639 -0.4 0.3 0.1 0.01
Te 1.6272 3.3596 0.5006 3.5 6.5 -3.6 0.00
Sb 3.8166 0.9213 1.5603 1.3 -1.3 0.2 0.00
S -0.6005 -1.9697 -2.0145 -0.1 0.0 0.0 0.00
S -0.6504 -1.6965 0.7454 -1.1 0.8 -0.9 0.00
S 0.1078 0.8818 -1.8651 -0.3 0.1 0.7 0.00
Mg 0.1289 1.2571 1.4679 -1.9 -0.5 -0.4 0.00
F 4.1806 0.8576 3.4906 -0.2 0.0 -1.0 0.00
F 2.9452 2.6083 2.2964 0.2 -1.2 -0.6 0.00
F 4.7386 -0.0343 0.0681 -0.6 0.5 1.1 0.00
F 3.3397 4.1369 0.2698 -0.6 -0.4 0.1 0.00
F 1.8267 3.4651 -1.4794 -0.2 -0.5 1.1 0.00
F 1.8440 4.7717 2.0259 -0.5 -0.8 0.0 0.00
F 5.3428 2.0699 1.4303 -0.7 -0.7 0.1 0.00
F 3.0358 1.7033 -0.1763 0.3 -0.6 1.5 0.00
F 1.7430 0.5046 1.6703 2.4 -0.3 0.2 0.00
F 3.6092 -1.0352 2.0245 0.1 1.4 -0.3 0.00
F 0.7262 5.0348 -0.1325 0.1 -1.3 0.7 0.00
O -1.3812 3.2932 0.5686 0.1 -0.2 -1.1 0.00
O 1.7974 4.6491 6.4829 -0.3 0.2 0.3 0.00
O -0.2146 0.5598 3.2919 0.6 -0.4 1.7 0.25
N -1.3186 -2.2757 -0.6804 -0.2 -0.2 -0.2 0.00
N 0.3681 1.3996 -0.5252 -0.4 -0.3 -2.5 0.00
N -0.2542 2.9777 2.5414 0.2 0.0 0.9 0.04
N -0.9093 -0.2685 0.8718 0.2 -2.4 0.3 0.00
N 2.2476 0.2306 5.7776 0.8 -1.4 1.1 -0.01
N 0.3338 -0.7601 -2.1935 0.2 -0.4 -0.3 0.00
C -3.0638 -2.3513 1.7661 0.0 0.1 -0.2 0.00
C -2.7529 -2.4074 -5.4186 0.2 0.0 0.0 0.00
C -3.2377 -2.3237 -2.6876 0.0 0.0 0.1 0.00
C -3.1458 5.6953 1.0919 -0.4 -0.6 -0.1 0.00
C -3.5227 -3.8345 3.5920 0.0 0.0 0.1 0.00
C 2.0637 2.5368 5.3095 -1.0 1.0 -1.1 0.03
C 2.0242 -1.8851 -0.0468 0.1 0.3 0.2 0.00
C 0.3814 -3.3904 -2.5362 0.1 0.3 0.0 0.00
C 1.5996 -3.2400 -3.1711 -0.1 0.2 0.0 0.00
C 2.6118 1.4793 6.0092 -0.3 -0.3 -0.4 0.23
C -4.0362 -2.6002 -4.9304 -0.1 0.0 0.1 0.00
C 1.1391 -1.5304 4.5445 -0.1 0.2 0.3 0.02
C 0.7181 2.6833 -3.8380 0.0 -0.1 0.1 0.00
C 2.4597 1.1075 -3.2764 -0.1 -0.2 0.1 0.00
C -4.2423 0.7828 -3.2352 0.0 0.1 0.0 0.00
C 1.3682 -0.1000 4.8950 -0.3 -0.5 -0.5 0.17
C -2.6028 0.8781 -1.4886 0.2 0.2 0.2 0.00
C -3.9265 0.7928 -1.8863 0.1 0.1 0.0 0.00
C 2.0333 -4.6497 0.2416 -0.1 0.0 0.1 0.00
C 0.6640 0.9056 4.1212 -0.5 -0.5 0.1 0.09
C -1.2531 -3.4810 2.8764 0.0 0.0 0.0 0.00
C -3.9704 -2.9535 2.6200 0.1 0.1 0.0 0.00
C 0.9165 -3.9194 0.6045 0.2 -0.3 0.2 0.00
C 3.1503 -3.9977 -0.2549 0.0 0.1 0.0 0.00
C -4.2794 -2.5589 -3.5674 0.0 0.0 -0.2 0.00
C -1.7116 -2.6335 1.8831 0.6 -0.4 -0.1 0.00
C 3.3317 1.7835 -4.1130 0.0 -0.1 0.1 0.00
C -0.1631 -4.6437 -2.3081 -0.2 0.0 0.0 0.00
C -2.4507 3.3992 1.4342 -0.6 -0.4 0.8 0.01
C -1.7059 -2.1725 -4.5448 0.1 0.0 0.0 0.00
C 0.3696 3.2699 3.6216 -0.7 1.2 -0.3 0.00
C 1.1612 1.5666 -3.1492 -0.5 -0.2 -0.1 0.00
C 1.7560 -5.6292 -3.3553 0.0 0.1 0.0 0.00
C 1.5925 3.3363 -4.6870 -0.1 0.0 0.0 0.00
C 2.5861 3.9343 5.5547 0.0 0.0 -0.5 0.00
C 0.9405 -2.5390 0.5035 -0.3 -0.1 0.5 0.00
C -1.6092 0.9518 -2.4458 0.4 0.2 -0.2 0.00
C 3.1388 -2.6239 -0.4168 -0.1 -0.1 0.1 0.00
C 1.0522 2.2594 4.3733 1.2 0.2 0.7 0.10
C -1.8489 6.1576 1.4519 0.6 -0.2 0.4 0.00
C 2.2888 -4.3705 -3.5827 -0.1 -0.1 0.0 0.00
C 2.8999 2.8966 -4.8124 -0.1 0.0 0.0 0.00
C -2.1688 -4.0913 3.7217 0.0 0.0 0.1 0.00
C -0.8923 5.3186 1.8965 -0.2 0.6 -0.1 0.00
C -1.9636 -2.1280 -3.1864 0.0 -0.1 0.4 0.00
C -3.2379 0.8403 -4.1868 0.1 0.1 0.0 0.00
C -1.9107 0.9058 -3.7950 -0.1 0.2 -0.2 0.00
C -1.0440 3.8670 1.8084 -1.0 1.6 0.9 0.00
C -3.4810 4.3923 1.1834 -0.1 0.4 -0.2 0.00
C 0.5310 -5.7680 -2.7190 -0.1 0.1 0.0 0.00
H 0.1176 -6.7501 -2.5445 0.0 -0.1 0.0 0.00
H 0.0774 -1.7176 4.3899 0.0 0.0 0.0 0.01
H 1.2586 4.2160 -5.2131 0.0 0.1 -0.1 0.00
H 2.0233 -5.7244 0.3432 0.0 -0.1 0.0 0.00
H 0.9437 4.8637 6.0914 0.1 0.0 0.0 0.00
H 2.6731 4.4622 4.5977 0.1 0.0 0.1 0.00
H -4.7038 0.7359 -1.1405 -0.1 0.0 0.1 0.00
H 0.0264 -4.4203 0.9486 0.0 -0.1 0.0 0.00
H -4.5033 4.0573 1.1086 -0.1 0.0 -0.1 0.00
H -0.6974 -2.0307 -4.9017 0.1 0.0 -0.1 0.00
H -1.1217 0.9217 -4.5313 0.1 0.0 -0.1 0.00
H -4.2271 -4.3079 4.2590 -0.1 -0.1 0.0 0.00
H 0.0187 5.7119 2.3132 0.2 -0.1 -0.1 0.00
H -3.3853 -1.6510 1.0124 -0.1 0.1 -0.1 0.00
H 3.5916 3.4456 -5.4307 0.1 0.0 -0.1 0.00
H -5.0219 -2.7310 2.5305 -0.1 0.0 0.0 0.00
H 3.3832 1.6242 6.7450 0.2 0.2 0.2 0.01
H 4.0039 -2.1103 -0.8017 0.1 0.2 0.0 0.00
H 3.5768 3.8665 6.0065 0.0 0.0 -0.1 0.00
H -1.8166 -4.7692 4.4839 0.0 0.0 0.1 0.00
H 1.9888 -2.2469 -3.3288 0.1 0.1 0.0 0.00
H -0.1982 -3.6683 3.0006 0.1 0.0 0.0 0.00
H -0.2728 3.0715 -3.6585 -0.1 0.1 -0.1 0.00
H 4.3576 1.4601 -4.1840 0.1 -0.1 0.0 0.00
H 4.0296 -4.5620 -0.5236 0.1 -0.1 -0.1 0.00
H -2.5660 -2.4489 -6.4797 0.0 0.0 -0.1 0.00
H -3.4844 0.8284 -5.2366 0.0 0.0 -0.1 0.00
H -1.1175 -4.7211 -1.8086 -0.1 -0.1 0.1 0.00
H -3.8960 6.4280 0.8424 -0.2 0.1 0.0 0.00
H -5.2759 -2.7168 -3.1859 -0.1 0.0 0.0 0.00
H -5.2728 0.7177 -3.5497 -0.1 0.0 0.0 0.00
H 1.5379 -2.1669 5.3286 0.0 0.0 0.0 0.00
H 1.6680 -1.7361 3.6112 0.1 0.0 -0.1 0.01
H 2.2950 -6.5083 -3.6746 0.1 -0.1 0.0 0.00
H 0.3586 4.2881 4.0137 -0.1 -0.1 -0.1 0.00
H 3.2419 -4.2676 -4.0794 0.1 0.0 0.0 0.00
H -3.3851 -2.3047 -1.6198 -0.1 0.0 0.1 0.00
H 2.0082 -0.8183 -0.1952 0.0 0.1 0.1 0.00
H -2.3112 0.8531 -0.4507 -0.1 0.1 0.1 0.00
H -4.8488 -2.7907 -5.6147 -0.1 0.0 -0.1 0.00
H -1.6695 7.2222 1.4746 0.1 0.0 0.0 0.00
H 2.7927 0.2644 -2.6916 0.1 -0.1 0.1 0.00
```
Forces are in eV/Å.

Summary:
energy relative to the best compared isomer or geometry (same formula, charge and spin): 77.57 kcal per mole
2S+1: 2
highest occupied orbital energy (spin up / spin down): -8.4460 / -8.4568 eV
⟨S²⟩: 0.78
molecular weight: 1480.67 g mol⁻¹
orbital gap (spin up / spin down): 7.743 / 5.551 eV

No. 2
Density functional theory data (the ωB97M-V functional and the def2-TZVPD basis) for a cluster of 2 separate species, C2H2ClFNO2 in total at a distorted geometry.

```
9
Properties=species:S:1:pos:R:3:forces:R:3:lowdin_spin:R:1
Cl -1.9901 -0.0209 1.2328 -1.0 1.0 0.2 0.19
F 1.3656 1.8103 0.5135 -0.3 0.0 -1.2 0.13
O 0.0188 -0.5321 -1.6679 0.7 -1.0 0.8 0.09
O 0.5418 1.6027 -1.9930 0.7 0.1 0.2 0.08
N 1.0479 0.5797 -0.0397 1.4 -1.6 3.0 0.72
C -0.6747 -1.0275 1.1183 -1.6 -2.5 -4.4 0.69
C 0.5622 0.5354 -1.3339 -2.1 2.9 -3.1 0.06
H -0.7150 -1.7549 0.2085 0.4 1.7 2.0 0.02
H -0.1565 -1.1927 1.9615 1.9 -0.5 2.7 0.04
```
Forces are in eV/Å.

Summary:
energy relative to the best compared isomer or geometry (same formula, charge and spin): 0.00 kcal per mole
2S+1: 3
highest occupied orbital energy (spin up / spin down): -3.9119 / -4.4463 eV
⟨S²⟩: 2.01
total charge: -1
molecular weight: 126.49 g mol⁻¹
orbital gap (spin up / spin down): 7.554 / 7.480 eV

No. 3
Density functional theory data (the ωB97M-V functional and the def2-TZVPD basis) for a structure of composition C23H20I2MnN5O.

```
52
Properties=species:S:1:pos:R:3:forces:R:3:lowdin_spin:R:1
I -5.0552 -0.8874 -5.6455 0.0 0.0 -0.1 0.00
I -4.4482 1.5697 -0.2053 0.0 0.0 0.0 0.00
Mn 0.0056 0.1189 -0.1098 -0.1 -0.1 -0.1 3.73
O -1.7345 -0.0178 -0.4638 -0.3 -0.2 -0.1 0.10
N -0.3737 1.5375 1.2965 0.0 0.2 -0.3 0.01
N 0.1959 -1.3144 1.5022 0.1 -0.1 -0.1 0.06
N 2.0137 0.5467 -0.2720 0.0 0.1 0.1 0.00
N 0.4062 -0.6199 -1.9815 0.1 0.0 0.1 -0.02
N 0.0583 0.2772 3.2509 0.1 0.0 0.0 0.00
C -2.4409 -0.1982 -1.6164 0.3 0.2 0.4 0.01
C 0.5308 -3.6356 2.0245 0.0 0.0 0.0 0.00
C -2.6774 -1.1617 -3.8111 0.1 0.0 0.1 0.00
C 0.4306 -2.0115 3.7737 0.0 0.0 0.0 0.00
C 2.6860 1.4402 0.4727 0.0 -0.1 -0.1 0.01
C 4.0192 1.7136 0.2545 0.0 0.0 0.0 0.00
C -3.6934 0.3874 -1.7422 -0.2 0.1 0.0 0.01
C -3.9354 -0.5931 -3.9259 0.0 0.0 0.0 0.01
C 3.9858 0.1247 -1.5394 0.0 0.0 0.0 0.00
C -0.6487 2.5436 3.4333 0.0 0.0 0.1 0.00
C 2.6559 -0.1080 -1.2609 0.0 0.1 0.1 0.01
C 1.8089 -1.1005 -2.0019 -0.1 0.0 -0.1 0.00
C -0.3249 1.4443 2.6254 0.0 0.0 0.0 0.01
C -4.4446 0.1820 -2.8895 0.0 0.0 0.0 0.00
C 0.3358 -2.6129 1.1406 0.0 0.0 0.0 0.01
C -1.0348 3.7210 2.8496 0.0 0.1 0.0 0.00
C 0.5844 -3.3162 3.3841 0.0 -0.1 0.0 0.00
C -0.7921 2.7041 0.7302 0.0 -0.1 0.1 0.01
C -0.5872 -1.6142 -2.4954 0.1 0.1 -0.1 0.00
C -1.9315 -0.9712 -2.6521 0.0 -0.2 -0.2 0.01
C 0.2296 -1.0252 2.8002 -0.1 0.1 0.1 0.01
C 4.6779 1.0484 -0.7685 0.0 0.0 0.0 0.01
C -1.1161 3.8113 1.4547 0.0 0.0 0.1 0.00
H -1.2890 4.5705 3.4695 0.0 0.0 0.0 0.00
H 5.7219 1.2499 -0.9698 0.0 0.0 0.0 0.00
H 1.8382 -2.0692 -1.4986 0.0 0.0 0.0 0.00
H 2.1281 1.9362 1.2540 0.0 0.0 0.0 0.00
H 0.4502 -1.7384 4.8205 0.0 0.0 0.0 0.00
H -0.2355 -1.9917 -3.4569 0.0 0.0 0.0 0.00
H 0.6292 -4.6523 1.6743 0.0 0.0 0.0 0.00
H -0.6019 2.4446 4.5099 0.0 0.0 0.0 0.00
H 0.0843 0.3557 4.2547 0.0 0.0 0.0 0.00
H -5.4238 0.6329 -2.9757 0.0 0.0 0.0 0.00
H 4.5252 2.4401 0.8740 0.0 0.0 0.0 0.00
H -0.8689 2.7102 -0.3502 0.0 0.0 0.0 0.00
H 0.2703 -2.8194 0.0807 0.0 0.0 0.0 0.00
H 4.4708 -0.4062 -2.3476 0.0 0.0 0.0 0.00
H 0.7339 -4.0886 4.1266 0.0 0.0 0.0 0.00
H 0.3413 0.1917 -2.5993 0.0 0.0 0.0 0.01
H 2.1605 -1.2503 -3.0230 0.0 0.0 0.0 0.00
H -2.2771 -1.7623 -4.6185 0.0 0.0 0.0 0.00
H -0.6051 -2.4497 -1.7938 0.0 0.0 0.0 0.00
H -1.4388 4.7135 0.9574 0.0 0.0 0.0 0.00
```
Forces are in eV/Å.

Summary:
energy relative to the best compared isomer or geometry (same formula, charge and spin): 5.84 kcal per mole
2S+1: 5
highest occupied orbital energy (spin up / spin down): -12.9267 / -12.9707 eV
⟨S²⟩: 6.05
total charge: +2
molecular weight: 691.19 g mol⁻¹
orbital gap (spin up / spin down): 5.809 / 6.320 eV